Version w
{
  "formula": "C6H8Si",
  "method": "ωB97M-V/def2-TZVPD",
  "symbols": ["C", "C", "C", "C", "C", "C", "Si", "H", "H", "H", "H", "H", "H", "H", "H"],
  "coordinates": [[0.165, 0.308, 0.149], [-0.640, -0.800, 0.527], [0.564, 0.640, -1.231], [-1.175, -1.169, 1.700], [0.204, -0.142, -2.303], [-1.707, -1.385, 2.830], [1.711, 2.109, -1.285], [0.290, 1.129, 0.792], [-0.820, -1.416, -0.406], [0.545, 0.245, -3.181], [-0.232, -1.059, -2.021], [-1.138, -1.886, 3.533], [-2.802, -1.190, 3.191], [2.381, 2.211, 0.015], [2.655, 2.407, -2.310]],
  "total_charge": 0,
  "e_homo_ev": [-7.35, -7.15],
  "mol_weight_g_mol": 108.22
}

Version x
{
  "formula": "C6H8Si",
  "method": "ωB97M-V/def2-TZVPD",
  "symbols": ["C", "C", "C", "C", "C", "C", "Si", "H", "H", "H", "H", "H", "H", "H", "H"],
  "coordinates": [[0.179, -0.650, -3.298], [-0.189, -0.558, -2.133], [-1.612, 1.968, 0.417], [2.067, -1.404, 0.886], [-1.996, 0.708, 0.378], [1.201, -0.449, 1.100], [-0.754, -0.584, -0.361], [0.639, -0.636, -4.220], [-2.386, 2.590, 0.838], [-0.570, 2.353, 0.130], [3.053, -1.361, 1.468], [1.904, -2.283, 0.288], [-2.978, 0.476, 0.811], [1.223, 0.452, 1.762], [-1.251, -1.851, -0.041]],
  "total_charge": 0,
  "e_homo_ev": -8.80,
  "mol_weight_g_mol": 108.22
}

What should be chosen as the most stable of them? Choose version x.

Version w
{
  "formula": "C2HClO",
  "method": "ωB97M-V/def2-TZVPD",
  "symbols": ["C", "C", "O", "Cl", "H"],
  "coordinates": [[0.157, 0.227, -0.156], [-0.975, -0.141, 0.037], [1.442, 0.489, 0.043], [-2.619, -0.307, -0.006], [1.995, -0.267, 0.081]],
  "total_charge": 0,
  "e_homo_ev": -9.38,
  "mol_weight_g_mol": 76.48,
  "smiles": "OC#CCl"
}

Version x
{
  "formula": "C2HClO",
  "method": "ωB97M-V/def2-TZVPD",
  "symbols": ["C", "C", "O", "Cl", "H"],
  "coordinates": [[0.697, -0.023, -0.240], [-0.554, 0.163, 0.078], [0.253, -0.208, 1.202], [-2.189, 0.348, -0.210], [1.794, -0.280, -0.830]],
  "total_charge": 0,
  "e_homo_ev": -8.27,
  "mol_weight_g_mol": 76.48,
  "smiles": "ClC1=CO1"
}

What should be chosen as the most stable of them? Choose version w.